Density functional theory data (ωB97M-V/def2-TZVPD) for a cluster of 14 separate species, C62H147N5O22 in total at a distorted geometry.

total charge	0
calculated total energy	-4379.11243	Eh
LUMO level	0.4	eV
2S+1	1

Last columns: bonded neighbours and bond lengths (Å).
Atoms and positions in Å:
1 O -0.4832 8.3130 -4.3015  C83 1.427, H140 0.946
2 O -5.7378 0.0099 -1.5634  C68 1.418, H121 0.964
3 O -6.2357 -2.1257 3.6395  C42 1.373, H196 0.967
4 O 8.7536 -0.7877 -0.0182  N24 1.484, H225 0.993
5 O 1.2392 -4.6885 -3.6293  C85 1.372, H163 0.999
6 O 0.3008 2.6686 -3.9524  C55 1.466, H173 0.940
7 O 2.4345 -2.2345 -2.6645  C82 1.433, H112 1.001
8 O 1.5056 0.1444 -5.3390  C78 1.421, H234 0.975
9 O -3.0226 -5.1757 -2.5658  C87 1.410, H171 0.991
10 O -5.9934 -0.2431 1.4955  C41 1.444, H122 0.968
11 O 1.2441 -2.3837 5.7986  N27 1.456, H220 1.016
12 O -0.2423 4.1414 1.8606  N23 1.440, H118 0.943
13 O -0.4856 0.9927 5.7616  C37 1.495, H95 0.970
14 O -0.6279 -6.3005 -2.2567  C72 1.427, H206 0.950
15 O 3.5079 4.0685 -1.3292  C28 1.388, H236 0.985
16 O 3.8221 6.9075 -0.6388  C44 1.381, H174 0.963
17 O -1.6851 2.6665 3.9044  C33 1.463, H143 0.983
18 O -4.5933 -4.9361 -5.2858  N26 1.437, H154 0.962
19 O 0.0927 2.5432 -0.7476  N25 1.384, H217 0.974
20 O -5.7700 -3.4522 1.0655  C59 1.398, H167 0.974
21 O -4.1747 -3.9279 3.1576  C43 1.434, H222 0.993
22 O 0.5649 5.5370 -3.8214  C81 1.517, H104 0.996
23 N -0.0494 5.5656 1.7800  O12 1.440, C38 1.453, C47 1.513
24 N 7.4782 -1.0933 0.6754  O4 1.484, C67 1.481, C74 1.437
25 N -0.0333 1.3017 -0.1497  O19 1.384, C63 1.450, C73 1.409
26 N -3.9974 -3.7011 -4.8553  O18 1.437, C32 1.530, C84 1.483
27 N 1.0312 -3.6882 5.1877  O11 1.456, C39 1.489, C60 1.453
28 C 3.3560 5.1557 -2.1788  O15 1.388, C44 1.510, H90 1.125, H125 1.071
29 C 5.2514 -0.7657 2.2535  C45 1.516, C52 1.537, H164 1.065, H208 1.107
30 C 2.0980 1.4062 0.9474  C63 1.541, H100 1.102, H116 1.151, H199 1.110
31 C 6.2822 -0.8630 -1.4708  C74 1.595, H106 1.093, H113 1.042, H224 1.072
32 C -2.9414 -3.3119 -5.8915  N26 1.530, C35 1.530, C57 1.494, C80 1.591
33 C -1.2496 1.3313 3.4963  O17 1.463, C37 1.483, H93 1.111, H130 1.054
34 C -2.4257 1.6080 -0.1138  C73 1.483, H184 1.093, H186 1.074, H215 1.115
35 C -1.8463 -4.3689 -5.7331  C32 1.530, H161 1.100, H162 1.104, H221 1.078
36 C -0.2292 -1.5221 -0.2089  C54 1.530, C64 1.556, H117 1.103, H212 1.132
37 C -0.0537 1.0695 4.3325  O13 1.495, C33 1.483, H203 1.102, H231 1.119
38 C 1.0669 5.9659 2.6190  N23 1.453, C53 1.511, C69 1.474, C77 1.533
39 C 1.9670 -3.8961 4.0490  N27 1.489, C48 1.509, C76 1.537, C79 1.515
40 C -1.0521 -2.5958 4.2701  C60 1.575, H120 1.083, H123 1.099, H230 1.103
41 C -6.5199 0.1082 2.7932  O10 1.444, C42 1.583, H124 1.138, H201 1.101
42 C -7.1540 -1.1059 3.5861  O3 1.373, C41 1.583, H103 1.125, H178 1.098
43 C -3.7920 -4.2361 1.8102  O21 1.434, C59 1.539, H133 1.081, H233 1.121
44 C 4.2160 6.3489 -1.8384  O16 1.381, C28 1.510, H211 1.103, H218 1.094
45 C 5.1678 -0.9307 0.7484  C29 1.516, C74 1.539, H148 1.082, H229 1.077
46 C -0.6084 -5.1177 4.0526  C50 1.502, C60 1.558, H189 1.099, H192 1.076
47 C -1.3995 6.2313 1.9322  N23 1.513, C49 1.555, C51 1.565, C61 1.549
48 C 1.5871 -5.2179 3.4283  C39 1.509, C50 1.510, H92 1.121, H108 1.073
49 C -1.2121 7.7717 1.8276  C47 1.555, C58 1.545, H91 1.093, H232 1.113
50 C 0.2142 -5.2177 2.7995  C46 1.502, C48 1.510, H94 1.123, H223 1.071
51 C -2.2402 5.8623 3.1991  C47 1.565, H131 1.085, H176 1.099, H193 1.084
52 C 6.4724 -1.4884 2.8446  C29 1.537, C67 1.548, H141 1.093, H170 1.074
53 C 2.2097 5.2018 1.9918  C38 1.511, H139 1.087, H181 1.103, H200 1.086
54 C -1.4479 -0.6439 0.0793  C36 1.530, C73 1.542, H137 1.097, H235 1.075
55 C 1.6716 2.4234 -4.4093  O6 1.466, C78 1.522, H128 1.097, H183 1.075
56 C 6.3971 1.1914 -0.0442  C74 1.563, H97 1.133, H175 1.066, H204 1.104
57 C -2.4048 -1.9881 -5.4530  C32 1.494, C88 1.528, H114 1.143, H182 1.080
58 C -0.0588 8.1198 2.7951  C49 1.545, C69 1.531, H153 1.081, H169 1.082
59 C -5.0081 -4.6183 0.9479  O20 1.398, C43 1.539, H132 1.082, H160 1.082
60 C -0.3913 -3.8576 4.9421  N27 1.453, C40 1.575, C46 1.558, C70 1.488
61 C -2.2493 5.7665 0.7232  C47 1.549, H96 1.063, H105 1.085, H135 1.106
62 C 8.3765 0.2093 2.7185  C67 1.543, H111 1.064, H119 1.085, H205 1.095
63 C 1.2200 0.5855 -0.0174  N25 1.450, C30 1.541, C64 1.498, C66 1.559
64 C 0.9748 -0.8089 0.4718  C36 1.556, C63 1.498, H172 1.092, H213 1.145
65 C -5.8018 -3.0485 -3.2488  C84 1.568, H126 1.073, H185 1.090, H207 1.127
66 C 2.0357 0.6641 -1.3433  C63 1.559, H109 1.107, H149 1.112, H226 1.086
67 C 7.7822 -1.0845 2.1247  N24 1.481, C52 1.548, C62 1.543, C86 1.565
68 C -5.8757 1.3074 -2.1181  O2 1.418, H136 1.054, H145 1.096, H227 1.094
69 C 1.2579 7.4180 2.4499  C38 1.474, C58 1.531, H142 1.124, H198 1.085
70 C -1.0631 -4.2054 6.2238  C60 1.488, H107 1.104, H158 1.099, H194 1.072
71 C -6.1550 -2.6386 -5.6827  C84 1.503, H146 1.095, H165 1.090, H180 1.086
72 C -1.0107 -5.4372 -1.1867  O14 1.427, C87 1.563, H159 1.053, H168 1.070
73 C -1.2794 0.7633 -0.5280  N25 1.409, C34 1.483, C54 1.542, C75 1.569
74 C 6.4128 -0.3690 0.0399  N24 1.437, C31 1.595, C45 1.539, C56 1.563
75 C -1.3927 0.6620 -2.0897  C73 1.569, H157 1.063, H177 1.076, H216 1.070
76 C 2.1545 -2.8574 2.9319  C39 1.537, H155 1.089, H166 1.145, H190 1.092
77 C 1.0277 5.5001 4.0790  C38 1.533, H152 1.107, H191 1.094, H210 1.099
78 C 1.5968 1.5302 -5.6397  O8 1.421, C55 1.522, H147 1.110, H219 1.104
79 C 3.2437 -4.0719 4.8445  C39 1.515, H102 1.127, H179 1.092, H214 1.083
80 C -3.2939 -3.3267 -7.4424  C32 1.591, H98 1.125, H115 1.127, H188 1.100
81 C -0.4662 6.2047 -2.9317  O22 1.517, C83 1.529, H150 1.109, H209 1.111
82 C 2.3095 -3.3963 -1.8347  O7 1.433, C85 1.511, H99 1.089, H228 1.071
83 C -0.2196 7.7106 -3.0346  O1 1.427, C81 1.529, H156 1.085, H187 1.118
84 C -5.0999 -2.7386 -4.6165  N26 1.483, C65 1.568, C71 1.503, C89 1.538
85 C 2.1996 -4.6635 -2.6501  O5 1.372, C82 1.511, H138 1.084, H144 1.069
86 C 8.7004 -2.3189 2.4118  C67 1.565, H127 1.071, H134 1.119, H197 1.112
87 C -2.1607 -4.4997 -1.6780  O9 1.410, C72 1.563, H101 1.113, H202 1.093
88 C -3.4513 -0.8749 -5.4726  C57 1.528, C89 1.534, H110 1.067, H195 1.095
89 C -4.4897 -1.3375 -4.4423  C84 1.538, C88 1.534, H129 1.072, H151 1.103
90 H 3.7427 4.8769 -3.1975  C28 1.125
91 H -0.7899 8.1052 0.8757  C49 1.093
92 H 2.3374 -5.5230 2.6539  C48 1.121
93 H -2.1065 0.6411 3.6483  C33 1.111
94 H 0.0039 -4.3461 2.1228  C50 1.123
95 H 0.2284 0.5511 6.2482  O13 0.970
96 H -1.7765 5.9644 -0.2083  C61 1.063
97 H 6.2941 1.6842 0.9705  C56 1.133
98 H -2.2517 -3.2041 -7.8484  C80 1.125
99 H 1.4122 -3.3733 -1.2172  C82 1.089
100 H 1.5518 1.7029 1.8579  C30 1.102
101 H -1.7428 -3.6562 -2.2728  C87 1.113
102 H 3.6236 -3.1619 5.3891  C79 1.127
103 H -8.0743 -1.3338 2.9801  C42 1.125
104 H 0.1438 4.6789 -4.1017  O22 0.996
105 H -3.2212 6.2471 0.6834  C61 1.085
106 H 6.2203 -1.9531 -1.5281  C31 1.093
107 H -2.0798 -4.6281 6.1404  C70 1.104
108 H 1.5340 -6.0477 4.1065  C48 1.073
109 H 1.4835 0.2011 -2.1832  C66 1.107
110 H -2.9381 -0.0353 -5.0599  C88 1.067
111 H 7.6549 0.9884 2.7817  C62 1.064
112 H 1.7355 -2.3755 -3.3677  O7 1.001
113 H 5.4473 -0.3613 -1.8398  C31 1.042
114 H -1.9753 -2.0351 -4.3945  C57 1.143
115 H -3.5404 -4.3765 -7.7686  C80 1.127
116 H 2.5905 2.3529 0.5170  C30 1.151
117 H -0.0739 -1.6950 -1.2870  C36 1.103
118 H -0.8457 3.9820 2.5678  O12 0.943
119 H 9.2336 0.5511 2.1475  C62 1.085
120 H -0.9928 -1.6205 4.7366  C40 1.083
121 H -6.1077 0.0508 -0.6738  O2 0.964
122 H -5.4058 -0.9843 1.7036  O10 0.968
123 H -0.6095 -2.4781 3.2716  C40 1.099
124 H -7.3675 0.8639 2.7214  C41 1.138
125 H 2.3287 5.4477 -2.2600  C28 1.071
126 H -6.4946 -2.2638 -3.0110  C65 1.073
127 H 8.8361 -2.5229 3.4542  C86 1.071
128 H 2.1757 1.9824 -3.5405  C55 1.097
129 H -4.0436 -1.5275 -3.4859  C89 1.072
130 H -0.9744 1.3751 2.4796  C33 1.054
131 H -2.0059 6.4765 4.0620  C51 1.085
132 H -4.7899 -4.8441 -0.0880  C59 1.082
133 H -3.0838 -5.0441 1.6953  C43 1.081
134 H 9.6814 -2.2027 1.8862  C86 1.119
135 H -2.3434 4.6725 0.8546  C61 1.106
136 H -5.5969 1.1637 -3.1248  C68 1.054
137 H -1.5799 -0.6656 1.1681  C54 1.097
138 H 3.1643 -4.8821 -3.0931  C85 1.084
139 H 2.3323 5.5927 0.9853  C53 1.087
140 H -0.0018 7.8773 -4.9901  O1 0.946
141 H 6.2749 -2.5476 2.6584  C52 1.093
142 H 1.5332 7.6372 1.3821  C69 1.124
143 H -1.9371 2.6503 4.8543  O17 0.983
144 H 2.0857 -5.4829 -1.9733  C85 1.069
145 H -5.1519 1.9764 -1.6389  C68 1.096
146 H -5.7568 -2.6181 -6.7022  C71 1.095
147 H 0.6702 1.7373 -6.2142  C78 1.110
148 H 5.1106 -2.0055 0.6400  C45 1.082
149 H 2.2062 1.7416 -1.5597  C66 1.112
150 H -1.4876 6.0366 -3.3306  C81 1.109
151 H -5.3807 -0.6904 -4.3873  C89 1.103
152 H 0.4661 6.2077 4.7193  C77 1.107
153 H 0.1522 9.1692 2.6462  C58 1.081
154 H -5.2816 -4.6500 -5.8946  O18 0.962
155 H 2.3351 -1.8545 3.3163  C76 1.089
156 H -0.9156 8.2373 -2.3892  C83 1.085
157 H -2.2239 0.1493 -2.5098  C75 1.063
158 H -1.1174 -3.2946 6.8370  C70 1.099
159 H -0.1494 -4.9427 -0.8383  C72 1.053
160 H -5.5138 -5.4693 1.3856  C59 1.082
161 H -1.4999 -4.3985 -4.6893  C35 1.100
162 H -2.2817 -5.3653 -5.9259  C35 1.104
163 H 0.5309 -5.3556 -3.4017  O5 0.999
164 H 4.3345 -1.1626 2.6214  C29 1.065
165 H -6.6996 -1.6960 -5.6324  C71 1.090
166 H 3.0857 -3.0801 2.3030  C76 1.145
167 H -6.5217 -3.4407 0.4457  O20 0.974
168 H -1.3488 -6.0645 -0.3880  C72 1.070
169 H -0.3827 7.8985 3.8039  C58 1.082
170 H 6.6889 -1.2162 3.8602  C52 1.074
171 H -3.3559 -4.5595 -3.2665  O9 0.991
172 H 1.8952 -1.3781 0.3276  C64 1.092
173 H 0.2647 2.1551 -3.1664  O6 0.940
174 H 4.3487 7.7129 -0.6070  O16 0.963
175 H 7.2886 1.6625 -0.3912  C56 1.066
176 H -3.2606 6.1328 2.8937  C51 1.099
177 H -1.4719 1.6781 -2.4353  C75 1.076
178 H -7.4890 -0.7527 4.5705  C42 1.098
179 H 4.0183 -4.3849 4.1416  C79 1.092
180 H -6.8786 -3.4464 -5.7308  C71 1.086
181 H 3.1310 5.5545 2.4857  C53 1.103
182 H -1.5244 -1.8163 -6.0539  C57 1.080
183 H 2.0944 3.3923 -4.6044  C55 1.075
184 H -2.2663 2.0851 0.8563  C34 1.093
185 H -5.0550 -3.1361 -2.4598  C65 1.090
186 H -2.6483 2.3362 -0.8710  C34 1.074
187 H 0.8311 7.9298 -2.7230  C83 1.118
188 H -3.9787 -2.5593 -7.8329  C80 1.100
189 H -1.6814 -5.2511 3.8585  C46 1.099
190 H 1.3153 -2.7748 2.2376  C76 1.092
191 H 2.0265 5.2869 4.4711  C77 1.094
192 H -0.4082 -5.9590 4.6930  C46 1.076
193 H -2.3741 4.8031 3.3852  C51 1.084
194 H -0.5311 -5.0544 6.6049  C70 1.072
195 H -3.7706 -0.6265 -6.4902  C88 1.095
196 H -6.5107 -2.7694 2.9722  O3 0.967
197 H 8.1950 -3.2113 1.9817  C86 1.112
198 H 2.0743 7.8124 3.0451  C69 1.085
199 H 2.9238 0.7474 1.2866  C30 1.110
200 H 2.0986 4.1227 2.0458  C53 1.086
201 H -5.7214 0.5212 3.4293  C41 1.101
202 H -2.6997 -4.1768 -0.7833  C87 1.093
203 H 0.6605 1.9073 4.2975  C37 1.102
204 H 5.5619 1.6264 -0.6209  C56 1.104
205 H 8.8146 0.0292 3.7060  C62 1.095
206 H -1.4228 -6.5354 -2.7216  O14 0.950
207 H -6.2739 -4.0710 -3.2781  C65 1.127
208 H 5.2492 0.3037 2.5376  C29 1.107
209 H -0.3648 5.9291 -1.8605  C81 1.111
210 H 0.5416 4.5167 4.1404  C77 1.099
211 H 5.2483 5.9711 -1.7481  C44 1.103
212 H -0.3105 -2.5538 0.2495  C36 1.132
213 H 0.7549 -0.7461 1.5935  C64 1.145
214 H 3.0570 -4.8514 5.5721  C79 1.083
215 H -3.3196 0.9575 0.0349  C34 1.115
216 H -0.5159 0.2225 -2.5166  C75 1.070
217 H 0.1386 3.1451 0.0168  O19 0.974
218 H 4.1423 7.0418 -2.6817  C44 1.094
219 H 2.5133 1.6853 -6.2360  C78 1.104
220 H 1.7370 -2.5611 6.6689  O11 1.016
221 H -1.0754 -4.1629 -6.4585  C35 1.078
222 H -4.4518 -2.9760 3.2051  O21 0.993
223 H -0.0129 -6.1395 2.3042  C50 1.071
224 H 7.1273 -0.5423 -2.0478  C31 1.072
225 H 8.8878 -1.6564 -0.4795  O4 0.993
226 H 3.0188 0.2037 -1.3049  C66 1.086
227 H -6.8387 1.7994 -1.9538  C68 1.094
228 H 3.1927 -3.4220 -1.2302  C82 1.071
229 H 4.2559 -0.4800 0.3946  C45 1.077
230 H -2.1209 -2.7581 4.0533  C40 1.103
231 H 0.4176 0.0732 4.1403  C37 1.119
232 H -2.1313 8.3529 2.0663  C49 1.113
233 H -3.3423 -3.3249 1.3377  C43 1.121
234 H 2.3371 -0.2520 -5.0209  O8 0.975
235 H -2.3275 -1.0489 -0.3867  C54 1.075
236 H 3.1570 4.4300 -0.4826  O15 0.985